ORCA calculation (the ωB97M-V functional and the def2-TZVPD basis) on C62H144F18In2O32P3 as an isolated structure at a distorted geometry.

Calculated values
calculated total energy	-8057.57517	Ha
multiplicity	1
charge	+1
HOMO level	-5.323	eV

Geometry as XYZ:
```
261
Properties=species:S:1:pos:R:3:forces:R:3:lowdin_charge:R:1
In -0.870946 -2.575369 -4.737507 -3.5 -2.8 -1.1 0.984
In -3.430661 -4.456700 1.011664 -1.5 0.0 -2.7 0.934
P -1.323269 -7.756398 1.795617 -1.8 1.4 2.2 0.322
F -2.811462 -8.371135 1.805026 0.4 -0.5 -1.3 -0.138
F -2.045573 -6.356543 1.000134 0.4 0.1 0.2 -0.226
F -1.909251 -6.999869 3.280644 1.1 -0.7 -1.1 -0.239
F -0.002274 -6.917134 2.081068 0.1 -0.1 -1.0 -0.120
F -0.790816 -9.011935 2.588849 0.3 0.2 -0.6 -0.091
F -0.913378 -8.230143 0.325984 -0.1 0.0 1.1 -0.107
P -4.255874 -5.287556 -10.459026 -1.4 -0.6 0.9 0.566
F -5.536728 -4.327191 -10.563914 -0.3 0.5 -0.2 -0.173
F -3.880796 -5.849563 -8.992056 0.6 0.3 0.2 -0.174
F -4.227371 -6.532541 -11.474942 0.6 0.1 -0.6 -0.167
F -1.731745 -3.402455 -6.457143 0.5 0.3 0.5 -0.441
F -3.192914 -4.195974 -10.810667 0.5 -0.3 -0.1 -0.112
F -2.471886 -3.654518 -0.599046 -0.3 -0.6 1.1 -0.383
P -7.078859 -2.660427 2.927559 1.5 0.5 -0.4 0.561
F -5.502920 -2.861440 3.119893 -1.6 1.1 0.0 -0.103
F -6.847773 -0.982743 2.770997 -0.9 -3.6 0.1 -0.162
F -5.054002 -3.216463 0.569959 0.8 -0.7 0.5 -0.420
F -7.922339 -2.803673 1.578477 0.8 2.0 1.6 -0.067
F -7.175135 -4.261112 2.921251 -0.3 0.3 1.1 -0.138
F -7.750480 -2.514905 4.352353 0.5 0.0 -2.1 -0.046
O -1.421535 -4.083509 -2.990291 0.5 -1.9 -0.2 -0.088
C -0.537298 -4.953284 -2.939098 -1.4 1.6 1.3 -0.031
C -5.460982 0.782329 0.697446 2.3 -1.8 -1.8 -0.143
O -5.016053 1.805896 1.103508 1.2 0.7 -0.3 -0.001
H -0.666765 -5.944757 -2.473203 -0.3 0.2 -0.4 0.117
H 0.436804 -4.604328 -3.200084 1.2 -0.5 -0.3 0.047
H -6.381962 0.495115 1.044760 -2.7 -1.1 0.6 0.023
H -4.932532 -0.053939 -0.033233 -0.7 2.1 1.4 0.129
C 4.351661 -10.461709 -0.607128 -1.2 -1.3 -1.4 -0.068
O 3.540938 -10.192445 -1.778400 0.9 0.1 -0.2 -0.200
C 2.161038 -9.888155 -1.559099 1.3 -0.1 0.3 -0.195
C 1.577143 -9.384297 -2.814692 0.8 0.4 -0.6 -0.191
O 1.948330 -8.055334 -3.101166 0.7 1.0 0.1 -0.135
C 2.981729 -7.878717 -4.061696 -0.1 0.0 2.0 -0.199
C 2.421101 -8.085140 -5.399316 1.1 2.1 -1.1 -0.242
O 2.004873 -9.376461 -5.665587 -0.9 0.9 0.1 -0.181
C 2.958918 -10.189744 -6.230320 -0.5 -2.9 -0.4 -0.120
H 3.756178 -11.210136 -0.085526 0.5 -0.1 0.7 0.086
H 4.513101 -9.587424 -0.040578 -0.1 1.2 0.9 0.058
H 5.356665 -10.857434 -0.859695 -0.8 0.1 -0.4 0.096
H 2.083567 -9.030970 -0.889037 -0.2 -0.3 0.7 0.113
H 1.575793 -10.772000 -1.260969 0.3 0.2 0.4 0.140
H 0.571751 -9.221602 -2.604172 -2.3 -0.6 0.1 0.114
H 1.750529 -10.010822 -3.675588 -0.2 -0.4 0.0 0.126
H 3.856200 -8.441546 -3.745630 0.1 -0.6 -0.4 0.131
H 3.298299 -6.844832 -3.980793 -0.1 0.4 0.0 0.104
H 3.208691 -7.622111 -6.072855 -0.7 -1.1 -0.2 0.146
H 1.601638 -7.341567 -5.458042 -0.2 -0.8 -0.2 0.134
H 2.352783 -11.083729 -6.602077 1.1 0.9 0.5 0.119
H 3.762205 -10.570275 -5.538312 -0.6 0.6 -0.5 0.110
H 3.341040 -9.719744 -7.106502 0.9 0.3 -0.7 0.073
C -0.955597 2.301349 3.458690 1.3 -0.9 -0.4 -0.114
O -0.169126 3.412254 3.885254 -0.5 -1.2 1.4 -0.194
C 0.235882 3.028597 5.219808 0.8 1.7 0.0 -0.199
C 0.940655 4.211920 5.881039 0.0 -0.5 -1.5 -0.197
O 2.245068 4.212155 5.338162 0.7 0.7 1.4 -0.176
C 3.059004 5.299602 5.888687 -1.2 -1.0 -0.3 -0.136
C 3.859176 5.704133 4.659216 0.8 1.1 1.2 -0.177
O 4.915081 6.604262 5.078007 -1.4 -0.7 0.1 -0.190
C 5.607416 7.157537 3.995446 2.3 -1.2 1.3 -0.116
H -0.288846 1.674334 2.833627 -0.4 -0.1 0.1 0.086
H -1.764448 2.634926 2.850261 -0.8 0.3 -0.3 0.071
H -1.285868 1.653345 4.307661 -0.1 0.7 -0.7 0.093
H 0.913043 2.137601 5.168530 -0.7 0.6 0.3 0.125
H -0.657453 2.904309 5.808226 -0.5 -0.8 0.2 0.113
H 0.810012 4.201896 6.967997 0.7 -0.4 0.1 0.131
H 0.490184 5.141265 5.546280 -0.6 0.2 -0.1 0.123
H 3.574992 4.911063 6.795201 0.3 0.4 -0.8 0.137
H 2.368086 6.095219 6.238290 0.5 -0.1 -0.3 0.130
H 3.147570 6.236483 3.985538 0.5 -0.5 0.1 0.114
H 4.302159 4.795249 4.203772 -0.3 0.5 0.0 0.120
H 6.659310 7.330230 4.410356 -1.3 0.1 -0.9 0.119
H 5.184777 8.047932 3.608668 -0.6 1.0 -0.3 0.068
H 5.657247 6.391996 3.228652 0.3 0.0 -0.6 0.067
C -3.740400 6.095698 2.379325 -0.1 0.0 -0.2 -0.112
O -5.098043 5.965732 2.774942 0.3 -0.7 0.4 -0.188
C -5.462515 4.566026 2.949823 1.0 1.3 -0.5 -0.214
C -6.860375 4.497034 3.471804 -0.8 0.2 1.3 -0.220
O -7.782770 5.342201 2.851546 0.6 0.6 -1.3 -0.140
C -7.718801 5.242593 1.417488 -1.3 -1.2 0.5 -0.184
C -8.696287 6.286816 0.939350 -0.4 0.1 -0.3 -0.197
O -8.719136 6.273600 -0.497873 0.2 0.3 1.0 -0.175
C -9.639341 7.197533 -1.012289 -0.8 0.2 0.2 -0.134
H -3.649123 5.850174 1.321177 0.1 -0.1 -0.3 0.080
H -3.061958 5.433153 2.927623 -0.1 -0.1 0.2 0.080
H -3.370682 7.119410 2.511306 -0.5 -0.1 0.1 0.087
H -4.829650 4.179887 3.771038 0.1 -0.4 -0.7 0.130
H -5.349731 4.052921 1.966097 0.2 0.0 0.9 0.102
H -6.854654 4.866978 4.544834 -0.1 -0.9 -1.1 0.151
H -7.237759 3.452761 3.344709 0.4 0.3 0.6 0.134
H -8.156740 4.247207 1.166313 0.5 0.3 -0.2 0.137
H -6.704024 5.314203 0.972795 -0.7 0.4 0.4 0.129
H -8.358339 7.233539 1.359241 0.0 0.4 -0.3 0.129
H -9.719945 6.119761 1.385300 0.8 -0.1 -0.6 0.146
H -9.583870 8.217090 -0.635507 0.9 0.3 0.1 0.085
H -10.648482 6.945932 -0.703802 -0.5 -0.5 -0.2 0.080
H -9.574811 7.219486 -2.090369 0.1 -0.1 -0.2 0.085
C -1.472986 -2.369635 1.931447 0.7 1.1 0.6 -0.024
O -2.150186 -3.581193 2.356233 0.9 0.8 0.8 -0.270
C -1.869325 -4.161496 3.701930 -1.5 0.6 -1.7 -0.042
C -3.181109 -4.872727 4.084903 0.1 -0.2 1.4 -0.120
O -3.955304 -5.257228 2.955300 0.4 1.2 0.1 -0.217
C -4.694647 -6.441541 3.082876 -0.3 -1.1 -0.2 -0.149
C -5.614273 -6.545483 1.918441 0.9 0.2 -2.1 -0.101
O -4.931986 -6.110174 0.659752 -0.5 -0.1 0.8 -0.264
C -5.847992 -6.144771 -0.507418 1.9 0.1 0.8 0.014
H -0.670651 -2.174015 2.662836 0.0 -0.2 -0.6 0.102
H -2.113151 -1.461860 1.988573 -0.2 -0.9 0.0 0.110
H -1.105234 -2.430420 0.886006 -0.2 -0.5 0.8 0.095
H -1.725900 -3.331126 4.347829 0.1 0.7 0.7 0.123
H -0.962991 -4.709800 3.641040 0.5 -1.0 -0.2 0.121
H -3.801051 -4.141966 4.619151 0.1 -0.2 0.1 0.135
H -2.992397 -5.764945 4.738176 -0.1 0.9 -0.7 0.158
H -5.383956 -6.425887 3.949606 0.8 -0.1 0.0 0.168
H -3.946328 -7.213637 3.020317 -0.3 -0.6 0.8 0.103
H -6.425701 -5.888627 2.081190 -0.9 0.4 -0.3 0.088
H -5.928110 -7.559127 1.716395 -0.1 -0.3 0.4 0.151
H -5.654530 -5.209131 -1.033604 -0.2 -0.3 -0.2 0.093
H -6.840016 -6.170294 -0.127140 -0.9 0.0 0.1 0.086
H -5.576845 -7.056037 -1.047872 -0.3 0.3 -0.2 0.110
C 0.756225 3.540057 -2.434926 -1.2 -0.2 -0.1 -0.086
O 0.793134 3.150029 -3.795615 0.1 -0.5 0.1 -0.197
C 0.310225 4.167652 -4.639560 2.2 0.3 0.0 -0.227
C 0.170678 3.623522 -6.000819 -0.5 0.4 -0.4 -0.193
O -0.987958 2.814781 -6.196964 0.3 0.9 -0.4 -0.136
C -2.071006 3.428547 -6.955530 0.1 -0.6 0.7 -0.144
C -3.352495 3.113752 -6.184782 0.2 1.0 -1.2 -0.223
O -3.493504 4.168185 -5.254230 -0.7 -0.5 0.2 -0.187
C -4.761993 4.058164 -4.592429 1.8 0.4 -0.1 -0.075
H 0.402966 2.652025 -1.884077 0.1 0.5 0.1 0.086
H 0.006290 4.366996 -2.370814 0.6 -0.5 0.6 0.096
H 1.717791 3.846785 -2.038242 0.1 0.2 -0.1 0.069
H 1.076889 4.981815 -4.676315 -0.5 -0.2 0.0 0.151
H -0.580201 4.536708 -4.263112 -2.0 1.0 0.7 0.097
H 1.086766 3.088455 -6.072292 0.6 -1.2 -0.8 0.115
H 0.241489 4.437694 -6.713752 -0.3 0.1 -0.3 0.127
H -2.086639 2.964423 -7.928722 0.0 -0.4 -0.4 0.112
H -1.994673 4.531963 -7.155951 0.2 -0.9 0.7 0.147
H -3.328057 2.135519 -5.701852 0.3 -0.1 0.2 0.112
H -4.193519 3.041244 -6.918694 0.2 0.4 0.5 0.135
H -5.516972 4.198697 -5.342761 -0.8 0.4 0.2 0.090
H -4.714970 4.686828 -3.714012 -0.5 0.9 -0.3 0.093
H -4.822507 3.101859 -4.149286 -0.4 -1.6 0.2 0.059
C -3.846300 -2.044604 -4.889766 -0.4 -1.5 -1.9 -0.061
O -2.626347 -1.369972 -4.656099 -1.3 -0.1 -0.7 -0.282
C -2.584731 -0.532969 -3.568358 0.8 0.8 0.7 -0.173
C -1.174196 0.146423 -3.640842 -1.0 0.5 1.8 -0.056
O -0.109959 -0.858426 -3.736234 -1.1 0.8 1.7 -0.214
C 1.091003 -0.466584 -4.362551 1.4 0.6 -1.7 -0.145
C 1.912515 -1.746120 -4.606374 1.1 1.7 0.1 -0.118
O 1.067650 -2.728481 -5.182849 2.2 0.8 -0.8 -0.285
C 1.595841 -3.989616 -5.478059 1.4 -1.3 -0.2 -0.055
H -3.671091 -2.463874 -5.876269 -0.3 0.0 -0.2 0.084
H -4.693390 -1.402561 -4.934898 -0.4 1.0 0.2 0.096
H -4.113045 -2.926348 -4.308955 0.7 0.2 0.9 0.109
H -2.771845 -1.104514 -2.656696 0.6 -0.2 0.4 0.137
H -3.454899 0.132740 -3.582782 0.6 0.7 -0.3 0.139
H -1.185494 0.698802 -2.652193 1.0 -0.3 -1.2 0.154
H -0.974423 0.763377 -4.513310 -0.8 0.6 0.1 0.117
H 1.724005 0.165619 -3.711641 -0.7 -0.1 -0.3 0.128
H 0.836107 0.034551 -5.347737 0.4 -0.3 1.0 0.160
H 2.302814 -2.041693 -3.640642 0.0 -0.6 0.3 0.119
H 2.798808 -1.498658 -5.246197 -0.9 -0.3 0.2 0.167
H 1.908758 -4.085351 -6.509162 -0.1 0.3 -0.4 0.111
H 0.839848 -4.748189 -5.293607 0.0 0.0 0.1 0.080
H 2.484755 -4.138948 -4.864191 -0.2 -0.3 0.2 0.104
C 3.768932 1.130923 -1.848382 -1.2 1.0 -0.7 -0.068
O 2.601000 0.311604 -1.753902 0.1 -0.5 0.2 -0.226
C 2.502160 -0.472129 -0.547812 -2.7 1.1 -1.1 -0.184
C 3.421698 -1.586509 -0.386794 1.4 -2.2 -0.4 -0.174
O 3.326416 -2.637037 -1.413477 0.2 0.6 0.9 -0.122
C 4.021484 -3.794884 -0.930875 0.1 0.1 -0.2 -0.213
C 3.739542 -4.981078 -1.832829 0.3 0.5 -1.2 -0.207
O 2.375113 -5.293386 -1.895787 -1.3 -0.1 0.6 -0.226
C 1.890848 -5.863546 -0.659060 -0.2 -1.4 -1.0 -0.058
H 4.553043 0.575695 -2.344970 0.6 -0.1 0.2 0.085
H 4.017514 1.571714 -0.872129 0.2 -0.3 -0.4 0.070
H 3.489647 1.982506 -2.543504 0.3 -0.9 0.8 0.104
H 1.429530 -0.845721 -0.551776 1.1 0.3 0.0 0.150
H 2.599948 0.217243 0.283670 0.1 -0.1 0.4 0.105
H 3.227735 -2.090019 0.600193 0.3 0.7 -0.7 0.136
H 4.454993 -1.212329 -0.450128 0.0 -0.2 0.5 0.136
H 3.648455 -3.984551 0.066016 -0.2 -0.3 0.3 0.085
H 5.107237 -3.643512 -0.732839 -0.6 0.2 -0.8 0.132
H 4.295850 -5.873595 -1.529617 0.2 0.1 0.2 0.125
H 4.042051 -4.756939 -2.899000 -0.2 -0.1 1.1 0.135
H 0.796485 -6.176729 -0.724679 1.4 0.8 -0.2 0.093
H 2.059603 -5.180399 0.169702 -0.2 -0.1 0.2 0.078
H 2.445755 -6.830196 -0.537225 -0.3 0.8 0.4 0.091
C -0.481394 9.601228 3.944690 1.3 -1.0 -1.4 -0.049
O 0.913924 9.237701 4.081940 -1.3 0.4 1.4 -0.158
C 1.530882 8.726667 2.976198 1.3 -1.4 0.0 -0.246
C 0.847494 7.606048 2.278794 -1.8 0.5 -1.1 -0.192
O -0.195828 8.161099 1.488631 -0.8 -0.3 -1.2 -0.164
C -0.761170 7.294823 0.479725 1.2 0.8 0.5 -0.151
C -0.390702 7.846714 -0.906426 -0.1 0.5 0.8 -0.189
O -0.682220 9.228170 -1.045931 -0.5 -0.2 0.0 -0.176
C -2.071663 9.472050 -1.140755 0.1 -0.8 -0.1 -0.103
H -0.757987 9.987499 4.884375 -0.4 0.6 1.0 0.074
H -1.105444 8.733543 3.668927 0.2 0.3 0.2 0.082
H -0.543514 10.323584 3.135204 -0.4 0.3 0.0 0.094
H 2.408099 8.167098 3.323136 0.5 0.7 0.4 0.108
H 1.870929 9.486961 2.287115 -0.1 0.4 -0.5 0.138
H 0.299767 6.966190 2.976012 0.8 -0.6 0.4 0.138
H 1.555346 7.100320 1.618823 0.0 -0.3 0.3 0.108
H -1.828037 7.316183 0.550683 -0.9 0.3 0.3 0.084
H -0.494409 6.243571 0.668814 0.4 0.2 -0.4 0.121
H -1.007091 7.292082 -1.607340 0.3 -0.4 -0.6 0.108
H 0.667721 7.855754 -1.118739 0.3 -0.8 0.0 0.125
H -2.221201 10.411677 -1.636170 0.0 0.5 -0.3 0.081
H -2.541519 9.532622 -0.161979 -0.1 -0.1 0.2 0.085
H -2.544042 8.653412 -1.729253 0.0 0.5 0.2 0.096
C 6.182043 1.467693 6.993755 -0.3 0.9 0.4 -0.119
O 6.049276 1.161820 5.616233 2.1 0.1 0.0 -0.199
C 7.337637 0.630202 5.077660 -2.9 -0.8 -0.5 -0.131
C 7.183312 -0.893871 5.076614 0.4 0.7 -0.2 -0.182
O 6.056383 -1.180384 4.248794 0.5 -0.5 -0.3 -0.151
C 6.357127 -2.233718 3.329384 -1.6 -0.2 1.1 -0.176
C 5.118582 -2.523375 2.475234 1.6 0.5 -0.4 -0.194
O 5.510888 -3.363608 1.416046 0.4 -1.0 0.0 -0.256
C 5.793883 -4.729157 1.766398 1.0 0.6 -0.4 -0.070
H 5.535923 2.310485 7.296867 -0.1 -0.4 -0.5 0.089
H 7.171196 1.819597 7.246705 0.6 0.1 -0.1 0.076
H 5.971111 0.653059 7.675438 -0.2 -0.6 -0.1 0.081
H 8.210779 1.015905 5.544771 0.6 0.3 0.9 0.108
H 7.361617 0.926487 4.032614 0.0 0.2 -0.1 0.111
H 7.010908 -1.258611 6.096549 0.1 -0.1 -0.2 0.130
H 8.096419 -1.355046 4.651292 -0.3 0.1 0.3 0.131
H 6.638962 -3.122619 3.925991 0.3 0.2 -0.5 0.135
H 7.082976 -1.926137 2.598813 0.9 0.0 -0.1 0.131
H 4.898478 -1.588010 1.962973 -0.6 0.1 0.4 0.103
H 4.284485 -2.929642 3.016716 -0.6 -0.1 0.4 0.128
H 6.843057 -4.866716 2.177696 -1.2 0.2 -0.4 0.108
H 5.707603 -5.307625 0.823956 0.0 0.2 0.6 0.088
H 5.065506 -5.048661 2.498644 -0.2 -0.4 0.2 0.088
C 1.482624 4.005722 1.241790 -2.3 1.8 -0.1 -0.074
O 1.957823 4.897844 0.226430 0.1 -0.1 0.4 -0.190
C 3.230179 5.377377 0.608599 0.4 0.3 -1.9 -0.210
C 4.373255 4.459598 0.174880 -0.9 0.2 -1.2 -0.158
O 4.218693 3.101765 0.553890 -0.4 0.8 -0.7 -0.163
C 4.696720 2.808416 1.813979 0.3 0.1 1.1 -0.207
C 4.784153 1.320483 1.979461 -1.6 0.3 -0.5 -0.172
O 3.488107 0.777857 2.245981 0.3 -0.1 1.3 -0.216
C 3.079317 0.787216 3.651720 -0.4 1.6 -0.8 -0.036
H 2.053623 3.138868 1.278565 1.0 -1.6 0.2 0.053
H 0.420620 3.742027 1.016742 0.8 0.2 -0.1 0.103
H 1.447613 4.526546 2.215954 0.2 -0.3 -0.3 0.086
H 3.300516 5.427872 1.650649 -0.2 0.5 1.9 0.072
H 3.379436 6.412190 0.166152 -0.1 -1.2 0.4 0.156
H 5.283048 4.906824 0.551381 0.6 -0.1 0.2 0.119
H 4.399973 4.449468 -0.921394 0.1 0.0 0.1 0.132
H 4.087694 3.212458 2.647564 -0.1 -0.1 -0.4 0.125
H 5.660961 3.281816 1.921865 0.8 0.0 0.2 0.128
H 5.497205 1.082096 2.712823 0.8 -0.5 1.4 0.087
H 5.101914 0.831990 1.073352 0.2 0.0 -0.6 0.119
H 2.501008 -0.107186 3.751296 -0.4 -0.5 0.3 0.073
H 2.426054 1.698856 3.886736 0.9 -1.1 -0.5 0.083
H 3.910379 0.781593 4.359318 0.2 -0.1 -0.3 0.077
```
Forces are in eV/Å.